The following is a quantum chemistry calculation of the molecule C14H8NO6PS, from OMol25.

Last column: Mulliken charge in e.
Cartesian coordinates (Å):
O (0.850, 2.615, 3.197)  -0.199
N (1.746, 3.059, 2.541)  0.115
O (2.267, 2.081, 1.706)  -0.200
C (1.241, 1.780, 0.730)  0.010
C (0.963, 2.798, -0.402)  -0.730
C (-0.144, 2.419, -1.439)  0.324
P (-0.567, 3.527, -2.916)  0.676
O (-0.470, 5.201, -2.547)  -0.475
O (-2.030, 3.083, -3.668)  -0.509
S (0.846, 3.185, -4.241)  -0.391
C (-0.966, 1.101, -1.316)  -0.640
C (-0.665, 0.104, -0.171)  0.350
C (0.476, 0.436, 0.860)  0.577
C (0.809, -0.633, 2.015)  0.407
O (1.285, -0.349, 3.134)  -0.505
C (0.522, -2.168, 1.613)  0.370
C (1.346, -3.356, 2.154)  -0.643
C (0.988, -4.802, 1.663)  -0.346
C (-0.140, -5.115, 0.656)  -0.421
C (-0.985, -3.924, 0.120)  -0.482
C (-0.623, -2.503, 0.603)  0.340
C (-1.445, -1.273, 0.030)  0.171
O (-2.665, -1.317, -0.254)  -0.530
H (1.522, 3.792, -0.508)  0.360
H (-1.226, 5.630, -3.027)  0.329
H (-2.727, 2.828, -3.021)  0.354
H (-1.776, 0.857, -2.096)  0.356
H (2.193, -3.191, 2.892)  0.361
H (1.632, -5.668, 2.055)  0.302
H (-0.417, -6.152, 0.277)  0.333
H (-1.838, -4.046, -0.640)  0.337

Summary:
E_HOMO	-8.68	eV
F_max	4.27	eV Å⁻¹
frontier orbital gap	6.880	eV
calculated total energy	-1783.6984	hartree
charge	0